Density functional theory data (the ωB97M-V functional and the def2-TZVPD basis) for 2 unconnected molecules or ions with the total composition C3H10NOSi.

Its total energy is -539.82728 hartree. As for the charge: -1. For the HOMO energy, the calculation gives -4.374 eV. The energy above the lowest of the compared OMol25 structures with the same formula, charge and spin is 0.0 kcal/mol. As for the LUMO energy: 4.31 eV.

Atoms and positions in Å:
C: 2.766 -0.775 0.730
C: -2.217 1.280 0.090
C: -0.817 -1.162 -0.329
N: 3.209 -0.031 -0.174
O: 0.831 1.228 0.320
Si: -0.404 0.808 -0.510
H: 3.368 -1.629 1.146
H: 2.480 0.696 -0.390
H: 1.781 -0.768 1.221
H: -2.940 1.026 -0.709
H: -2.418 0.714 1.024
H: -2.403 2.338 0.319
H: -0.335 -1.873 -0.992
H: -0.422 -1.505 0.590
H: -1.975 -1.250 -0.350
H: -0.504 0.902 -1.985

=====

Density functional theory data (the ωB97M-V functional and the def2-TZVPD basis) for a molecular structure, C3H10NP2.

Its total energy is -857.47182 hartree. As for the charge: +1. For the HOMO energy, the calculation gives -13.619 eV. The energy above the lowest of the compared OMol25 structures with the same formula, charge and spin is 4.3 kcal/mol. As for the LUMO energy: -3.86 eV.

Atoms and positions in Å:
C: -1.123 1.505 0.143
C: 0.503 -0.713 0.434
C: 1.770 -1.173 -0.197
N: 0.222 1.094 -0.212
P: -2.407 0.110 -0.122
P: -1.028 -1.573 0.018
H: -1.134 1.846 1.180
H: -1.441 2.334 -0.495
H: 0.583 -0.472 1.494
H: 2.653 -0.797 0.311
H: 1.827 -0.917 -1.255
H: 1.791 -2.265 -0.144
H: 0.356 0.997 -1.217
H: 0.957 1.677 0.188
H: -2.773 0.035 1.225
H: -0.757 -1.688 -1.350

=====

Density functional theory data (the ωB97M-V functional and the def2-TZVPD basis) for a gas-phase ion, C3H10NS (charge +1).

Its total energy is -572.92027 hartree. As for the charge: +1. For the HOMO energy, the calculation gives -14.045 eV. The energy above the lowest of the compared OMol25 structures with the same formula, charge and spin is 49.5 kcal/mol. As for the LUMO energy: -4.02 eV.

Atoms and positions in Å:
C: 0.867 1.359 0.522
N: 1.989 1.699 -0.246
H: -0.039 1.955 0.245
H: 1.021 0.918 1.502
H: 1.835 1.984 -1.219
H: 2.972 1.505 -0.050
C: -1.775 -0.412 -1.059
S: 0.056 -0.265 -0.459
C: -0.124 -1.588 0.932
H: -2.161 -1.536 -1.056
H: -2.485 0.051 -0.405
H: -1.588 0.019 -2.067
H: 0.803 -2.221 0.925
H: -0.959 -2.233 0.565
H: -0.412 -1.236 1.868

=====

Density functional theory data (the ωB97M-V functional and the def2-TZVPD basis) for 2 unconnected molecules or ions with the total composition C3H10NS.

Its total energy is -572.46103 hartree. As for the charge: +2. For the HOMO energy (alpha / beta), the calculation gives -18.937 / -18.922 eV. The energy above the lowest of the compared OMol25 structures with the same formula, charge and spin is 34.7 kcal/mol. As for the LUMO energy (alpha / beta): -8.21 / -13.58 eV. The spin multiplicity is 2.

Atoms and positions in Å:
C: -2.230 1.454 0.589
S: -2.408 0.162 -0.609
H: -1.241 1.907 0.507
H: -2.927 2.262 0.288
H: -2.480 1.227 1.626
H: -3.321 -0.592 0.054
C: 1.707 -1.253 -0.481
C: 2.797 -0.694 -0.960
N: 0.733 -0.460 0.321
H: 1.503 -2.315 -0.472
H: 3.460 -1.272 -1.587
H: 2.908 0.382 -0.865
H: 1.016 0.524 0.375
H: -0.224 -0.532 -0.074
H: 0.708 -0.802 1.289